1.
# C7H5NO

One molecule with the formula C7H5NO (ωB97M-V/def2-TZVPD, the OMol25 dataset).

## Properties
Electronic energy in hartree: -399.48322
Lowest unoccupied orbital energy in Eh: -0.0033
HOMO energy in eV: -7.6
Total charge: 0
HOMO-LUMO gap in eV: 7.54
F_max in eV/A: 3.87

Each line ends with the natural charge from an NBO analysis.
Geometry (Å):
O 1.03 -1.40 -0.55  -0.476
N -2.29 0.94 0.12  -0.424
C 1.91 -0.48 0.18  -0.139
C -0.03 0.62 -0.52  -0.250
C 1.16 0.89 0.04  -0.150
C -1.26 1.44 -0.53  0.140
C -2.17 -0.32 0.55  0.166
C -0.10 -0.83 -0.91  0.249
C -1.67 -1.46 0.41  -0.236
H -1.34 2.47 -0.93  0.209
H 1.49 1.83 0.48  0.230
H 2.90 -0.63 -0.23  0.221
H -1.41 -2.45 0.56  0.244
H 1.80 -0.61 1.34  0.215

=====

2.
# C7H5NO

One molecule with the formula C7H5NO (ωB97M-V/def2-TZVPD, the OMol25 dataset).

## Properties
Electronic energy in hartree: -399.54810
Lowest unoccupied orbital energy (alpha / beta) in Eh: 0.0142 / 0.0142
HOMO energy (alpha / beta) in eV: -8.4 / -8.4
Total charge: 0
HOMO-LUMO gap (alpha / beta) in eV: 8.77 / 8.77
F_max in eV/A: 3.48

Each line ends with the natural charge from an NBO analysis.
Geometry (Å):
O 1.38 -3.42 0.60  -0.455
N -3.46 -0.84 -0.18  -0.243
C 0.88 -1.26 -0.39  -0.595
C 1.23 -2.38 0.10  0.727
C -1.40 0.60 0.73  -0.365
C 0.95 0.13 0.09  -0.205
C -0.02 0.90 0.61  -0.174
C -2.10 -0.32 0.15  0.136
C -2.41 -1.43 -0.60  0.072
H 1.95 0.61 -0.07  0.208
H -2.14 -2.10 -1.30  0.200
H -2.06 1.32 1.31  0.221
H 0.46 -1.39 -1.33  0.256
H 0.23 1.84 1.07  0.217

=====

3.
# C7H6

One molecule with the formula C7H6 (ωB97M-V/def2-TZVPD, the OMol25 dataset).

## Properties
Electronic energy in hartree: -270.05637
Lowest unoccupied orbital energy (alpha / beta) in Eh: -0.0186 / -0.0027
HOMO energy (alpha / beta) in eV: -7.5 / -7.8
Total charge: 0
HOMO-LUMO gap (alpha / beta) in eV: 7.03 / 7.75
F_max in eV/A: 1.83

Each line ends with the natural charge from an NBO analysis.
Geometry (Å):
C 0.59 -1.46 0.19  -0.292
C -1.37 -0.32 -0.21  -0.501
C -0.77 -1.60 0.27  -0.148
C -0.24 0.62 -0.41  -0.126
C 2.22 0.57 0.24  -0.307
C 1.65 -1.58 -0.59  0.108
C 0.96 0.06 -0.05  -0.093
H 2.56 1.50 -0.20  0.204
H -1.31 -2.47 0.56  0.224
H 2.92 0.00 0.83  0.219
H -1.97 -0.47 -1.11  0.250
H -0.39 1.67 -0.57  0.213
H -2.06 0.08 0.55  0.248

=====

4.
# C7H6BrFN

An isolated ion of composition C7H6BrFN and charge +1 (ωB97M-V/def2-TZVPD, the OMol25 dataset).

## Properties
Electronic energy in hartree: -2998.48154
Lowest unoccupied orbital energy in Eh: -0.2322
HOMO energy in eV: -13.5
Total charge: +1
HOMO-LUMO gap in eV: 7.23
F_max in eV/A: 3.60

Each line ends with the natural charge from an NBO analysis.
Geometry (Å):
Br -1.04 -3.32 -1.32  0.186
F 1.77 1.80 1.53  -0.227
N 0.31 0.52 -0.47  -0.349
C 0.34 1.65 -1.39  -0.458
C 0.25 0.05 1.91  -0.177
C -0.52 -1.93 -0.15  -0.070
C -0.17 -0.64 -0.83  0.095
C 0.56 1.35 1.59  0.568
C -0.57 -2.22 1.19  -0.276
C -0.19 -1.10 1.88  0.241
H -0.41 -0.90 -1.89  0.222
H -0.14 2.21 1.32  0.238
H 0.47 2.59 -0.81  0.221
H -0.63 1.78 -1.78  0.227
H -1.04 -3.21 1.60  0.302
H 1.00 1.38 -2.37  0.258